a.
{
  "formula": "C3H10N3O",
  "method": "ωB97M-V/def2-TZVPD",
  "elements": ["O", "N", "N", "N", "C", "C", "C", "H", "H", "H", "H", "H", "H", "H", "H", "H", "H"],
  "positions_angstrom": [[-2.1003, 0.4800, 1.9608], [1.3357, -3.0767, -0.7535], [1.0804, -0.7793, -0.5946], [-1.6657, 2.3678, 0.3458], [-1.0251, 0.3241, 1.4587], [-0.6178, 1.2667, 0.3274], [1.7746, -1.7529, -1.0017], [1.2923, -3.5496, -1.6617], [1.5614, 0.1053, -0.7190], [-0.3605, -0.5145, 1.6676], [2.7181, -1.6778, -1.5553], [2.1253, -3.5794, -0.3369], [-2.4818, 1.9557, 0.8438], [-1.3971, 3.2367, 0.8088], [0.3287, 1.7857, 0.4700], [-0.6267, 0.8050, -0.6519], [-1.9415, 2.6031, -0.6083]],
  "charge": 1,
  "e_lumo_ev": -3.63,
  "orbital_gap_ev": 9.67,
  "homo_energy_ev": -13.30
}

=====

b.
{
  "formula": "C3H10N3O",
  "method": "ωB97M-V/def2-TZVPD",
  "elements": ["O", "N", "N", "N", "C", "C", "C", "H", "H", "H", "H", "H", "H", "H", "H", "H", "H"],
  "positions_angstrom": [[0.5724, -0.6821, -1.2842], [-2.2546, 0.2381, 0.0019], [-1.7158, -1.0391, 0.1315], [0.3908, 1.4509, -0.2664], [-0.3762, -1.1413, 0.2034], [2.0141, -0.2514, 0.6635], [0.7588, -0.0650, -0.1483], [0.0862, -2.1311, 0.3489], [-3.1756, 0.3481, 0.3965], [-2.3074, 0.4485, -1.0069], [1.1458, 2.0036, 0.1314], [0.3359, 1.6910, -1.2683], [2.8900, -0.4055, -0.0192], [2.3319, 0.5459, 1.3530], [-2.1134, -1.7002, -0.4313], [-0.5615, 1.8441, 0.0165], [1.9787, -1.1545, 1.1779]],
  "charge": 1,
  "e_lumo_ev": -3.27,
  "orbital_gap_ev": 10.63,
  "homo_energy_ev": -13.90
}

=====

Stability summary - winner: a; margin: 38.3 kcal/mol.

=====

a.
{
  "formula": "C6H11N",
  "method": "ωB97M-V/def2-TZVPD",
  "elements": ["N", "C", "C", "C", "C", "C", "C", "H", "H", "H", "H", "H", "H", "H", "H", "H", "H", "H"],
  "positions_angstrom": [[1.1085, 2.1825, -1.4422], [-1.6277, -0.5452, -1.0293], [-0.5595, -0.5906, 0.0690], [0.6138, -1.4697, -0.3520], [-0.1137, 0.8500, 0.4426], [0.4490, 1.5917, -0.6950], [1.0497, 1.0344, 1.4637], [-1.0117, 1.3696, 0.8053], [1.3567, 0.1031, 1.9365], [-1.2161, -0.0870, -1.9365], [-2.5073, 0.0349, -0.7252], [1.3399, -1.5979, 0.4578], [-1.9640, -1.5555, -1.2878], [1.1317, -1.0285, -1.2115], [-1.0128, -1.0180, 0.9755], [1.9261, 1.4317, 0.9352], [0.7790, 1.7585, 2.2347], [0.2586, -2.4640, -0.6407]],
  "charge": 0,
  "e_lumo_ev": 0.95,
  "orbital_gap_ev": 12.22,
  "homo_energy_ev": -11.27
}

=====

b.
{
  "formula": "C6H11N",
  "method": "ωB97M-V/def2-TZVPD",
  "elements": ["N", "C", "C", "C", "C", "C", "C", "H", "H", "H", "H", "H", "H", "H", "H", "H", "H", "H"],
  "positions_angstrom": [[-0.0739, 2.6132, -0.0486], [1.0710, -0.6636, -0.2550], [0.0068, 0.0651, 0.5955], [-0.0596, 1.4909, 0.2332], [-1.3493, -0.6123, 0.5905], [2.4825, -0.1452, 0.0136], [-2.5332, -0.0092, 0.5966], [1.0100, -1.7295, -0.0026], [-1.6252, 0.5668, -1.7587], [-1.2836, 0.2154, -2.3185], [2.7438, -0.2544, 1.0735], [-1.2886, -1.7018, 0.5991], [3.2243, -0.6981, -0.5707], [-2.6420, 1.0740, 0.5452], [0.3625, 0.0404, 1.6362], [0.8264, -0.5764, -1.3207], [-3.4488, -0.5900, 0.6389], [2.5769, 0.9146, -0.2475]],
  "charge": 0,
  "e_lumo_ev": 1.00,
  "orbital_gap_ev": 11.17,
  "homo_energy_ev": -10.17
}

=====

Stability summary - winner: a; margin: 34.7 kcal/mol.

=====

a.
{
  "formula": "C6H11N",
  "method": "ωB97M-V/def2-TZVPD",
  "elements": ["N", "C", "C", "C", "C", "C", "C", "H", "H", "H", "H", "H", "H", "H", "H", "H", "H", "H"],
  "positions_angstrom": [[-0.9738, -2.2310, 1.0899], [-0.3949, -1.2527, 0.8696], [0.4621, -1.1579, -1.1965], [0.4029, -0.2173, 0.1757], [-0.3689, 1.1482, 0.2032], [-1.7572, 1.1186, -0.4155], [1.7266, 0.0218, 0.9565], [0.2523, 1.9181, -0.2725], [2.2772, -0.9039, 1.1378], [0.9229, -2.0855, -0.8401], [-0.4655, 1.4833, 1.2522], [0.9245, -0.9840, -2.1863], [-2.2308, 2.1059, -0.3817], [2.3732, 0.7258, 0.4231], [-0.5847, -1.3908, -1.4195], [1.5371, 0.4760, 1.9438], [-2.4077, 0.4186, 0.1207], [-1.6953, 0.8067, -1.4605]],
  "charge": 0,
  "e_lumo_ev": 0.81,
  "orbital_gap_ev": 12.08,
  "homo_energy_ev": -11.27
}

=====

b.
{
  "formula": "C6H11N",
  "method": "ωB97M-V/def2-TZVPD",
  "elements": ["N", "C", "C", "C", "C", "C", "C", "H", "H", "H", "H", "H", "H", "H", "H", "H", "H", "H"],
  "positions_angstrom": [[-0.2592, 1.9304, 1.1591], [2.3790, 0.2166, 0.2130], [0.2752, 0.9083, 1.0726], [0.1170, -0.8760, -0.5152], [0.9966, -0.2919, 0.6164], [-1.3566, -0.7205, -0.0799], [-2.0918, 0.4677, -0.7101], [0.3920, -1.9213, -0.7038], [1.0720, -1.0354, 1.4225], [-1.7484, 0.7157, -1.7204], [2.8913, 0.6241, 1.0902], [-3.1751, 0.3165, -0.7294], [-1.8716, 1.3497, -0.0954], [-1.9138, -1.6550, -0.1407], [2.9896, -0.5688, -0.2380], [2.2530, 1.0342, -0.5039], [0.3239, -0.3250, -1.4424], [-1.3016, -0.4936, 1.0000]],
  "charge": 0,
  "e_lumo_ev": 0.96,
  "orbital_gap_ev": 11.93,
  "homo_energy_ev": -10.96
}

=====

Stability summary - winner: b; margin: 7.5 kcal/mol.

=====

a.
{
  "formula": "C4H11N3",
  "method": "ωB97M-V/def2-TZVPD",
  "elements": ["N", "N", "N", "C", "C", "C", "C", "H", "H", "H", "H", "H", "H", "H", "H", "H", "H", "H"],
  "positions_angstrom": [[1.2887, 0.9623, -1.8244], [-1.5957, 0.3823, 0.1939], [-0.2804, -0.0478, -0.2075], [-0.3868, -1.2458, -1.0828], [0.4269, 1.2615, -0.9219], [0.3202, -0.6379, 2.1538], [0.7021, -0.1616, 0.9269], [-1.2007, -1.1009, -1.7893], [-0.6636, -0.4671, 2.5716], [1.6605, -0.4632, 0.5094], [-1.4671, 1.1353, 0.8692], [0.5521, -1.3371, -1.6218], [0.9701, 1.3082, 0.5328], [-2.0188, -0.3918, 0.7010], [1.0943, -0.8966, 2.8629], [-0.5590, -2.1166, -0.4529], [1.4626, 1.7458, -2.4476], [-0.3056, 2.0710, -0.9735]],
  "charge": 0,
  "e_lumo_ev": 0.88,
  "orbital_gap_ev": 7.60,
  "homo_energy_ev": -6.73
}

=====

b.
{
  "formula": "C4H11N3",
  "method": "ωB97M-V/def2-TZVPD",
  "elements": ["N", "N", "N", "C", "C", "C", "C", "H", "H", "H", "H", "H", "H", "H", "H", "H", "H", "H"],
  "positions_angstrom": [[-0.3485, 2.2432, -0.6505], [0.5204, 2.1631, 1.4758], [0.3253, 0.1288, 0.2933], [0.1526, -2.9303, 0.0946], [0.2123, 1.5317, 0.4281], [-0.0488, -0.6425, -0.9274], [-0.7773, -1.9255, -0.5749], [1.1313, 1.7587, 2.1447], [0.5308, -2.6824, 1.0821], [-0.5821, 0.0036, -1.6048], [0.9500, -3.0875, -0.6437], [-0.2727, -3.9356, 0.1453], [-1.6927, -1.6474, -0.0495], [-1.1608, 1.7409, -0.9775], [1.1821, -0.2714, 0.6450], [-1.0617, -2.3854, -1.5270], [0.8807, -0.8862, -1.4578], [-0.4858, 3.1842, -0.3177]],
  "charge": 0,
  "e_lumo_ev": 0.94,
  "orbital_gap_ev": 9.76,
  "homo_energy_ev": -8.82
}

=====

Stability summary - winner: b; margin: 130.7 kcal/mol.

=====

a.
{
  "formula": "C4H11N3",
  "method": "ωB97M-V/def2-TZVPD",
  "elements": ["N", "N", "N", "C", "C", "C", "C", "H", "H", "H", "H", "H", "H", "H", "H", "H", "H", "H"],
  "positions_angstrom": [[0.0920, -1.7016, 0.3368], [-1.9892, -0.8290, 1.1380], [-0.3434, -2.3888, -0.8167], [-0.7322, -0.7212, 0.9013], [1.7960, 1.5980, 0.0945], [-0.5090, 1.0233, -0.7516], [0.3071, 1.6137, 0.1572], [2.1542, 1.0609, -0.7910], [2.1642, 2.6199, 0.0401], [-0.7419, -1.7386, -1.5008], [-0.0823, 0.6158, -1.6603], [-1.0735, -3.0435, -0.5431], [-1.5425, 1.3204, -0.8365], [-2.5301, -1.0976, 0.3169], [2.2235, 1.1445, 0.9848], [-0.1340, 2.1560, 0.9894], [1.0781, -1.4839, 0.2844], [-0.1370, -0.1482, 1.6568]],
  "charge": 0,
  "e_lumo_ev": [0.99, 0.99],
  "orbital_gap_ev": [9.75, 9.75],
  "homo_energy_ev": [-8.76, -8.76]
}

=====

b.
{
  "formula": "C4H11N3",
  "method": "ωB97M-V/def2-TZVPD",
  "elements": ["N", "N", "N", "C", "C", "C", "C", "H", "H", "H", "H", "H", "H", "H", "H", "H", "H", "H"],
  "positions_angstrom": [[-2.2032, 1.8427, -0.7760], [-0.5561, 0.3244, -0.3749], [-2.3655, 0.4053, 1.0967], [2.4456, -0.2647, -0.7287], [-1.7615, 0.8835, -0.0451], [0.1967, -0.5393, 0.4968], [1.3508, -1.2160, -0.2535], [0.7370, 0.1089, 1.2109], [-3.1072, 2.1618, -0.4404], [2.9325, -0.6742, -1.5862], [3.1760, -0.0651, 0.0573], [-1.9075, 0.0074, 1.8936], [0.9694, -1.8131, -1.0551], [-0.1937, 0.6130, -1.2652], [2.1080, 0.7290, -0.9963], [1.8219, -1.8730, 0.4811], [-3.3225, 0.6738, 1.2181], [-0.3205, -1.3043, 1.0670]],
  "charge": 0,
  "e_lumo_ev": 0.91,
  "orbital_gap_ev": 9.20,
  "homo_energy_ev": -8.29
}

=====

Stability summary - winner: b; margin: 70.0 kcal/mol.

=====

a.
{
  "formula": "C4H11N3",
  "method": "ωB97M-V/def2-TZVPD",
  "elements": ["N", "N", "N", "C", "C", "C", "C", "H", "H", "H", "H", "H", "H", "H", "H", "H", "H", "H"],
  "positions_angstrom": [[2.0272, 0.1597, -1.8368], [-0.8063, 0.2345, 0.8398], [-1.8692, 0.9245, 0.2385], [0.7913, -0.4886, -0.8692], [0.5822, 0.5212, -0.1116], [0.1247, -1.7488, -1.2324], [-0.5391, 0.6923, 2.1865], [-2.7317, 0.3960, 0.3032], [-0.2794, 1.7640, 2.2351], [0.8278, -2.5806, -1.1693], [-0.2694, -1.7035, -2.2475], [2.8701, 0.1985, -1.2720], [2.1698, -0.4983, -2.5965], [0.2872, 0.1143, 2.5972], [-2.0160, 1.8735, 0.5851], [-0.7216, -1.8893, -0.5612], [0.9732, 1.5021, 0.0941], [-1.4210, 0.5285, 2.8171]],
  "charge": 0,
  "e_lumo_ev": 1.08,
  "orbital_gap_ev": 9.68,
  "homo_energy_ev": -8.61
}

=====

b.
{
  "formula": "C4H11N3",
  "method": "ωB97M-V/def2-TZVPD",
  "elements": ["N", "N", "N", "C", "C", "C", "C", "H", "H", "H", "H", "H", "H", "H", "H", "H", "H", "H"],
  "positions_angstrom": [[1.1321, 0.1107, 0.4342], [-0.7990, -0.0850, -0.0718], [1.7446, -1.0391, 0.5927], [1.1524, 1.8567, -1.1086], [0.8428, 0.5378, -0.8435], [-1.1537, -1.4722, -0.0165], [-1.5272, 0.7898, 0.8090], [-2.5874, 0.8586, 0.5283], [1.4038, 2.5377, -0.3087], [0.8133, -0.1811, -1.6660], [2.3715, -1.0912, 1.3823], [-1.4869, 0.4686, 1.8610], [-0.8029, -1.9576, 0.9168], [1.7941, -1.7096, -0.1700], [-2.2388, -1.6354, -0.0739], [1.1594, 2.2261, -2.1237], [-1.1075, 1.7985, 0.7190], [-0.7108, -2.0135, -0.8605]],
  "charge": 0,
  "e_lumo_ev": [0.68, 0.68],
  "orbital_gap_ev": [7.95, 7.94],
  "homo_energy_ev": [-7.26, -7.26]
}

=====

Stability summary - winner: a; margin: 35.7 kcal/mol.